Entry 1:
Here is C32H43BClHfN7S3Se2Te2 as an isolated structure from OMol25. Energies are from wB97M-V/def2-TZVPD.

HOMO (eV): -11.81
Energy relative to the best compared isomer or geometry (same formula, charge and spin) (eV): 0.736
Net charge: +2
LUMO (eV): -6.3

Positions of all 92 atoms, in Å:
Hf1 -0.522 0.237 -0.897
C1 4.612 -0.729 -2.436
C2 4.319 -1.001 -0.994
C3 5.068 -1.838 -0.220
C4 4.742 -2.094 1.141
N1 3.702 -1.525 1.687
N2 2.990 -0.683 0.923
B1 1.957 0.060 1.686
N3 2.129 1.538 1.808
N4 3.398 1.918 1.978
C5 3.611 3.185 2.222
C6 2.523 4.097 2.277
C7 1.233 3.692 2.078
C8 0.060 4.622 2.102
C9 1.047 2.314 1.815
S1 -0.454 1.528 1.539
C10 5.063 3.575 2.468
C11 5.536 2.844 3.736
C12 5.909 3.126 1.269
C13 5.212 5.084 2.662
N5 1.292 -0.646 2.812
N6 1.686 -0.266 4.035
C14 1.246 -0.981 5.033
C15 0.386 -2.095 4.805
C16 -0.026 -2.449 3.556
C17 -0.942 -3.597 3.269
C18 0.464 -1.643 2.498
S2 0.120 -1.859 0.835
C19 1.689 -0.615 6.437
C20 2.606 0.606 6.422
C21 0.441 -0.315 7.282
C22 2.447 -1.818 7.025
C23 3.200 -0.395 -0.366
S3 2.139 0.697 -1.153
C24 5.571 -2.983 2.062
C25 4.658 -4.040 2.697
C26 6.704 -3.672 1.303
C27 6.165 -2.085 3.162
H1 5.509 -1.254 -2.757
H2 4.743 0.341 -2.610
H3 3.771 -1.046 -3.056
H4 5.924 -2.335 -0.657
H5 2.720 5.143 2.471
H6 0.372 5.636 2.343
H7 -0.679 4.292 2.833
H8 -0.435 4.625 1.128
H9 5.451 1.762 3.616
H10 4.950 3.144 4.608
H11 6.581 3.091 3.930
H12 5.822 2.050 1.111
H13 6.956 3.364 1.455
H14 5.602 3.639 0.354
H15 4.665 5.441 3.539
H16 4.882 5.646 1.784
H17 6.265 5.317 2.822
H18 0.041 -2.673 5.654
H19 -1.219 -4.114 4.185
H20 -0.464 -4.306 2.591
H21 -1.849 -3.243 2.774
H22 2.099 1.482 6.012
H23 3.504 0.425 5.828
H24 2.908 0.832 7.445
H25 -0.125 0.523 6.869
H26 0.747 -0.050 8.295
H27 -0.223 -1.178 7.356
H28 3.316 -2.074 6.414
H29 1.812 -2.702 7.112
H30 2.800 -1.567 8.026
H31 4.237 -4.705 1.939
H32 3.839 -3.571 3.244
H33 5.238 -4.646 3.394
H34 6.329 -4.320 0.506
H35 7.265 -4.299 1.996
H36 7.408 -2.954 0.875
H37 5.373 -1.589 3.726
H38 6.821 -1.321 2.738
H39 6.755 -2.693 3.849
Se1 -0.711 2.579 -1.894
Te1 -2.457 1.788 -3.547
Te2 -2.336 -0.986 -3.668
Se2 -0.128 -1.611 -2.615
Cl1 -5.083 -3.206 0.196
C28 -4.500 -1.595 0.146
C29 -5.340 -0.516 0.378
C30 -4.812 0.762 0.321
C31 -3.474 0.925 0.029
N7 -2.665 -0.126 -0.200
C32 -3.174 -1.367 -0.143
H40 -6.387 -0.681 0.596
H41 -5.434 1.629 0.492
H42 -3.025 1.907 -0.032
H43 -2.503 -2.192 -0.339

Löwdin population analysis, charges in e, atoms 1 to 6: number 1, Hf, carries 0.457; number 2, C, carries -0.029; number 3, C, carries -0.213; number 4, C, carries 0.109; number 5, C, carries -0.165; number 6, N, carries 0.216

---

Entry 2:
Here is a 2-piece molecular cluster, C5H9F2NSi overall from OMol25. Energies are from wB97M-V/def2-TZVPD.

HOMO (eV): -8.35
Energy relative to the best compared isomer or geometry (same formula, charge and spin) (eV): 5.545
LUMO (eV): 0.3

Positions of all 18 atoms, in Å:
C1 1.872 -1.362 -1.518
C2 -1.275 -0.592 1.537
C3 0.495 1.986 0.745
C4 -1.213 0.416 -1.512
C5 1.551 -1.539 -0.166
N1 1.979 -1.079 -2.631
F1 2.532 -1.290 0.746
F2 0.937 -2.710 0.171
Si1 -0.394 0.412 0.190
H1 -2.343 -0.385 1.553
H2 -1.150 -1.659 1.366
H3 -0.877 -0.375 2.525
H4 0.867 2.554 -0.103
H5 -0.176 2.631 1.311
H6 1.342 1.754 1.386
H7 -0.633 0.986 -2.232
H8 -1.306 -0.595 -1.900
H9 -2.211 0.847 -1.466

Löwdin population analysis, charges in e, atoms 1 to 6: number 1, C, carries -0.220; number 2, C, carries -0.197; number 3, C, carries -0.193; number 4, C, carries -0.201; number 5, C, carries -0.444; number 6, N, carries 0.151